Density functional theory data (ωB97M-V/def2-TZVPD) for a 4-piece molecular cluster, C68H67BBrF6N3O9P overall.

Electronic energy   -7012.16519 Eh
Net charge   +1
Highest occupied orbital energy   -11.00 eV
Frontier orbital gap   7.26 eV

Each line ends with the Löwdin charge.
Positions of all 156 atoms, in Å:
C -0.163 0.099 0.231  -0.0666
C -1.292 1.166 0.372  -0.1102
B -2.067 1.446 -0.977  -0.5303
O -2.952 0.507 -1.422  0.1686
N -1.920 2.719 -1.781  0.1270
C -3.207 3.423 -2.032  -0.1251
C -4.161 3.418 -0.827  -0.1418
C -5.286 2.337 -0.906  -0.1734
C -5.284 1.473 0.374  -0.1951
C -5.689 -0.004 0.128  -0.1818
C -4.982 -0.942 1.137  -0.1744
C -4.092 -2.000 0.439  -0.1714
C -2.704 -2.129 1.087  -0.1760
C -2.524 -3.281 2.090  -0.2090
O -1.585 -2.863 3.089  -0.2116
C -2.237 -2.102 4.098  -0.0912
C -1.107 2.592 -2.863  -0.2245
N -1.640 2.293 -4.138  -0.1062
P -2.079 3.525 -5.227  0.7307
O -2.274 4.848 -4.628  -0.3539
C -2.059 0.911 -4.379  -0.3855
C -1.838 0.539 -5.850  -0.0161
F -1.367 0.016 -3.604  0.0390
N 0.195 2.687 -2.710  0.1688
C 0.829 2.999 -1.414  -0.1599
C 1.523 4.365 -1.372  -0.7101
C 2.591 4.290 -0.259  -0.1241
Br 0.274 5.766 -0.871  0.7755
C 1.138 2.461 -3.822  -0.4344
F 2.373 2.339 -3.279  0.1288
F 0.912 1.265 -4.390  0.1499
C 1.189 3.552 -4.854  -0.1491
C 0.776 4.827 -4.659  -0.0720
C 0.872 5.783 -5.625  -0.0233
C 1.410 5.446 -6.828  0.0190
C 1.841 4.160 -7.020  -0.1097
C 2.470 3.821 -8.362  -0.5689
F 3.466 2.942 -8.240  0.1634
F 1.561 3.390 -9.245  0.1619
F 3.011 4.945 -8.893  0.1313
C 1.731 3.221 -6.069  0.0313
H -0.220 -0.451 -0.709  0.0777
H -0.271 -0.619 1.038  0.0598
H 0.802 0.587 0.321  0.0708
H -2.067 0.849 1.071  0.0898
H -0.926 2.125 0.745  0.0962
H -2.532 -0.355 -1.530  0.1168
H -3.769 3.062 -2.895  0.1173
H -2.962 4.458 -2.254  0.1116
H -4.682 4.374 -0.869  0.1180
H -3.655 3.416 0.139  0.1198
H -6.258 2.817 -0.982  0.1125
H -5.143 1.707 -1.783  0.0931
H -4.298 1.452 0.837  0.0771
H -5.958 1.907 1.116  0.1204
H -6.764 -0.128 0.238  0.1099
H -5.404 -0.256 -0.892  0.0882
H -4.356 -0.388 1.839  0.0970
H -5.764 -1.424 1.725  0.1092
H -3.946 -1.673 -0.588  0.0791
H -4.574 -2.977 0.473  0.1165
H -1.995 -2.331 0.278  0.1056
H -2.370 -1.207 1.560  0.0782
H -2.033 -4.084 1.545  0.1032
H -3.453 -3.663 2.519  0.1206
H -3.318 -2.248 4.072  0.0819
H -2.063 -1.035 3.900  0.0828
H -1.832 -2.298 5.087  0.0908
H -1.102 3.584 -6.238  0.0397
H -3.253 3.067 -5.862  0.0512
H -3.123 0.763 -4.182  0.1522
H -2.732 0.686 -6.452  0.0855
H -0.975 1.065 -6.255  0.0710
H -1.592 -0.519 -5.899  0.0997
H 0.095 3.034 -0.621  0.0848
H 1.520 2.219 -1.118  0.1283
H 2.072 4.580 -2.283  0.0843
H 3.269 5.133 -0.359  0.0859
H 2.122 4.319 0.724  0.0748
H 3.137 3.349 -0.313  0.0815
H 0.338 5.111 -3.709  0.0837
H 0.502 6.770 -5.404  0.1336
H 1.493 6.209 -7.583  0.1385
H 2.104 2.230 -6.294  0.1501
C -8.973 -2.297 10.378  -0.0518
C -9.053 -1.580 9.189  -0.0548
C -8.225 -1.901 8.127  -0.0037
C -7.304 -2.933 8.252  -0.0848
C -7.208 -3.638 9.455  -0.0814
C -8.053 -3.323 10.511  0.0016
C -6.196 -4.718 9.629  -0.2757
O -6.115 -5.334 10.670  0.1137
C -5.280 -5.017 8.492  -0.0794
C -4.293 -5.982 8.649  0.0030
C -3.443 -6.278 7.597  -0.0525
C -3.581 -5.619 6.379  -0.0574
C -4.562 -4.654 6.221  -0.0110
C -5.407 -4.343 7.277  -0.0830
C -6.432 -3.278 7.097  -0.2769
O -6.548 -2.702 6.033  0.0943
H -9.628 -2.051 11.204  0.1096
H -9.765 -0.771 9.091  0.1083
H -8.289 -1.348 7.200  0.1190
H -7.986 -3.878 11.437  0.1225
H -4.188 -6.496 9.594  0.1229
H -2.670 -7.026 7.722  0.1091
H -2.920 -5.856 5.556  0.1055
H -4.667 -4.139 5.276  0.1044
C 0.715 -4.610 1.363  -0.0480
C 0.957 -5.958 1.111  -0.0408
C 1.926 -6.328 0.192  0.0061
C 2.648 -5.354 -0.489  -0.0800
C 2.387 -4.003 -0.253  -0.0829
C 1.428 -3.640 0.681  0.0051
C 3.111 -2.940 -1.003  -0.2712
O 2.881 -1.763 -0.794  0.0890
C 4.116 -3.352 -2.020  -0.0727
C 4.768 -2.379 -2.768  -0.0137
C 5.715 -2.750 -3.708  -0.0586
C 6.022 -4.093 -3.899  -0.0397
C 5.372 -5.067 -3.159  0.0070
C 4.412 -4.702 -2.224  -0.0760
C 3.699 -5.766 -1.461  -0.2744
O 3.966 -6.936 -1.629  0.1174
H -0.036 -4.309 2.083  0.0833
H 0.390 -6.717 1.634  0.1114
H 2.121 -7.374 -0.002  0.1232
H 1.237 -2.593 0.874  0.1069
H 4.532 -1.334 -2.616  0.0905
H 6.220 -1.992 -4.294  0.1017
H 6.768 -4.380 -4.628  0.1128
H 5.607 -6.112 -3.309  0.1246
C 10.440 3.355 2.164  -0.0488
C 9.881 4.607 1.928  -0.0507
C 8.853 4.748 1.011  -0.0004
C 8.387 3.638 0.317  -0.0851
C 8.964 2.384 0.538  -0.0822
C 9.983 2.246 1.471  0.0025
C 8.511 1.190 -0.227  -0.2748
O 9.004 0.099 -0.035  0.1162
C 7.437 1.368 -1.246  -0.0715
C 7.035 0.279 -2.010  0.0226
C 6.028 0.428 -2.949  -0.0684
C 5.415 1.665 -3.124  -0.0517
C 5.816 2.752 -2.369  -0.0095
C 6.832 2.612 -1.434  -0.0806
C 7.271 3.802 -0.652  -0.2774
O 6.728 4.877 -0.808  0.0967
H 11.237 3.246 2.887  0.1108
H 10.248 5.473 2.462  0.1101
H 8.415 5.719 0.830  0.1210
H 10.420 1.274 1.650  0.1229
H 7.512 -0.682 -1.869  0.1266
H 5.716 -0.421 -3.546  0.0529
H 4.625 1.779 -3.853  0.0922
H 5.344 3.716 -2.507  0.1159